53
Properties=species:S:1:pos:R:3:mulliken_charge:R:1 method="wB97M-V/def2-TZVPD" smiles="COCCCn1c(SCC(=O)NNC(=O)c2cccc(O)c2)nnc1-c1ccncc1" multiplicity=1
C 1.7406 -1.5272 3.0795 -0.703
O 0.4805 -0.8908 3.0752 -0.285
C -0.5387 -1.6090 2.4134 -0.951
C -0.3876 -1.5908 0.8901 1.123
C -1.6110 -2.1488 0.1543 -1.515
N -1.6646 -1.5953 -1.1759 0.300
C -0.7625 -1.8052 -2.1742 0.673
S 0.4257 -3.0738 -2.1546 -0.184
C 1.5344 -2.4354 -3.4616 -0.643
C 2.3206 -1.3020 -2.8354 0.406
O 3.3697 -1.4587 -2.2482 -0.656
N 1.7407 -0.0794 -2.9855 -0.324
N 2.1787 0.9492 -2.1411 -0.223
C 1.4352 1.2156 -1.0218 0.067
O 0.2877 0.8180 -0.9207 -0.530
C 2.1223 1.9873 0.0389 0.309
C 3.1409 2.9045 -0.1985 -0.596
C 3.7492 3.5316 0.8761 -0.669
C 3.3809 3.2392 2.1767 -0.577
C 2.3643 2.3176 2.4193 0.393
O 2.0212 2.0240 3.6942 -0.624
C 1.7282 1.7149 1.3437 0.217
N -0.9368 -0.9445 -3.1473 -0.482
N -1.9450 -0.1391 -2.7954 -0.795
C -2.3808 -0.5102 -1.6236 0.797
C -3.4711 0.1336 -0.9087 0.376
C -3.4974 1.5229 -0.8131 -0.617
C -4.5478 2.1130 -0.1304 -0.376
N -5.5288 1.4282 0.4339 -0.622
C -5.5102 0.1115 0.3268 -0.521
C -4.5125 -0.5902 -0.3309 -0.244
H 2.3703 -0.9637 3.7659 0.251
H 1.6551 -2.5602 3.4331 0.365
H 2.2033 -1.5255 2.0875 0.277
H -1.4667 -1.1050 2.6998 0.364
H -0.5705 -2.6447 2.7825 0.332
H -0.2582 -0.5541 0.5715 -0.397
H 0.5016 -2.1500 0.5943 0.356
H -1.5693 -3.2396 0.0835 0.221
H -2.5243 -1.8570 0.6772 0.484
H 2.1938 -3.2624 -3.7177 0.435
H 0.9204 -2.1250 -4.3031 0.371
H 0.7537 -0.0209 -3.2564 0.538
H 3.1886 1.0075 -2.0914 0.357
H 3.4351 3.1492 -1.2075 0.537
H 4.5310 4.2545 0.6981 0.390
H 3.8662 3.7135 3.0146 0.444
H 1.3324 1.3428 3.6958 0.338
H 0.9299 1.0110 1.5253 0.043
H -2.7065 2.1039 -1.2577 0.460
H -4.6100 3.1880 -0.0250 0.389
H -6.3387 -0.4073 0.7915 0.385
H -4.5633 -1.6658 -0.4168 0.534

44
Properties=species:S:1:pos:R:3:mulliken_charge:R:1 method="wB97M-V/def2-TZVPD" multiplicity=1
C -2.3922 -0.0304 -2.8211 -0.965
C -1.1195 0.7486 -2.7796 0.784
C 0.1136 0.0584 -2.7660 -0.521
C 1.3728 0.7025 -2.7286 0.775
C 2.6198 -0.1208 -2.7181 -1.011
O 1.5067 1.9140 -2.7091 -0.676
O -1.2106 1.9650 -2.7701 -0.682
H -2.2221 -1.1058 -2.8028 0.281
H -3.0086 0.2366 -1.9655 0.065
H -2.9475 0.2193 -3.7242 0.351
H 0.0945 -1.0160 -2.7830 0.176
H 2.4125 -1.1905 -2.7165 0.295
H 3.2227 0.1138 -3.5956 0.330
H 3.2105 0.1198 -1.8345 0.105
C -5.4653 -0.8255 1.3011 -1.432
C -4.0470 -0.3825 1.1724 1.216
C -3.7391 0.8928 0.7128 -0.623
C -2.4365 1.3150 0.6110 -0.908
C -1.3522 0.4794 0.9662 1.394
C -0.0391 1.0138 0.8424 -0.492
C 1.2596 0.5015 1.1123 1.382
C 2.3642 1.3476 0.8592 -0.867
C 3.6549 0.9476 1.1070 -0.641
C 3.9293 -0.3154 1.6191 1.190
C 5.3321 -0.7314 1.9074 -1.446
C 2.8586 -1.1679 1.8630 -1.245
C 1.5622 -0.7794 1.6218 -0.320
C -1.6863 -0.8153 1.4125 -0.265
C -2.9940 -1.2265 1.5105 -1.275
H -5.5326 -1.8545 1.6591 0.382
H -6.0098 -0.1958 2.0068 0.318
H -5.9771 -0.7736 0.3389 0.325
H -4.5409 1.5521 0.4239 0.409
H -2.2282 2.3063 0.2471 0.294
H -0.0267 2.0255 0.4686 0.125
H 2.1818 2.3302 0.4598 0.311
H 4.4728 1.6174 0.9001 0.415
H 5.3780 -1.7609 2.2668 0.376
H 5.9501 -0.6637 1.0111 0.331
H 5.7782 -0.0953 2.6732 0.321
H 3.0579 -2.1525 2.2528 0.327
H 0.7804 -1.4733 1.8439 0.377
H -0.9201 -1.5087 1.6880 0.388
H -3.2177 -2.2218 1.8559 0.326

50
Properties=species:S:1:pos:R:3:mulliken_charge:R:1 method="wB97M-V/def2-TZVPD" total_charge=-1 multiplicity=1
C 2.8308 -1.9360 0.6777 -0.915
N 1.4778 -1.4160 0.7293 -0.026
C 0.3930 -2.3125 1.1612 -0.850
Al -1.3151 -1.6303 0.2911 -0.031
O -1.1973 0.1821 0.3780 -0.350
F -2.7133 -2.2042 1.1324 -0.468
H 3.5189 -1.3250 1.2513 0.199
H 3.2039 -1.9212 -0.3420 0.241
H 2.9151 -2.9506 1.0502 0.376
H 1.4640 -0.5683 1.2676 0.109
H 0.2749 -2.3077 2.2512 0.257
H 0.6118 -3.3332 0.8786 0.443
H -1.4259 -2.0564 -1.2587 -0.189
H -0.7678 0.3725 1.2287 0.188
F -0.1754 -4.2956 -2.9702 -0.305
C -1.3896 -4.7583 -3.2946 0.310
C -1.7884 -4.7081 -4.6157 -0.508
C -3.0380 -5.2025 -4.9574 -0.262
C -3.8687 -5.7357 -3.9833 -0.500
C -3.4459 -5.7748 -2.6617 -0.309
C -2.1994 -5.2846 -2.3078 -0.289
H -1.1266 -4.2826 -5.3575 0.394
H -3.3633 -5.1694 -5.9885 0.339
H -4.8448 -6.1161 -4.2527 0.353
H -4.0933 -6.1820 -1.8976 0.349
H -1.8563 -5.3003 -1.2831 0.423
F 0.0349 6.5653 0.5731 -0.379
C -0.6979 5.4459 0.8072 0.748
C -1.3383 5.3123 2.0200 -0.330
C -2.0822 4.1628 2.2535 -0.375
C -2.1710 3.1731 1.2854 -0.769
C -1.5175 3.3322 0.0728 -0.286
C -0.7734 4.4777 -0.1734 -0.574
H -1.2496 6.0926 2.7645 0.449
H -2.5897 4.0391 3.2006 0.367
H -2.7335 2.2692 1.4705 0.510
H -1.5694 2.5459 -0.6664 0.300
H -0.2535 4.6212 -1.1116 0.426
F 4.6869 0.8209 0.6944 -0.339
C 3.9728 1.8487 1.1932 0.403
C 2.8616 2.2804 0.4969 -0.528
C 2.1082 3.3182 1.0231 0.346
C 2.4767 3.9120 2.2223 -0.467
C 3.5984 3.4604 2.9027 -0.370
C 4.3541 2.4151 2.3922 -0.630
H 2.5856 1.7933 -0.4285 0.372
H 1.2238 3.6554 0.4999 -0.039
H 1.8837 4.7195 2.6291 0.406
H 3.8846 3.9183 3.8398 0.361
H 5.2238 2.0374 2.9126 0.420

47
Properties=species:S:1:pos:R:3:mulliken_charge:R:1 method="wB97M-V/def2-TZVPD" total_charge=+1 multiplicity=1
C 3.9555 1.7994 4.0365 -0.981
N 3.3963 2.2024 2.7638 0.208
C 4.2073 3.1697 2.0540 -0.973
C 2.0507 2.0011 2.4622 0.199
C 1.0465 2.8449 3.0006 -0.477
C -0.2658 2.6412 2.6726 -0.341
N -0.6005 1.6198 1.8494 -0.086
B -1.9517 1.3448 1.3795 0.270
H -1.6544 -2.7313 -0.2544 0.439
C 0.3231 0.7312 1.3780 -0.436
C 1.6517 0.9277 1.6167 -0.641
H 3.2830 1.1300 4.5828 0.327
H 4.9060 1.2776 3.9040 0.326
H 4.1559 2.6747 4.6626 0.348
H 3.7109 3.5309 1.1474 0.329
H 4.4239 4.0343 2.6912 0.348
H 5.1718 2.7485 1.7594 0.325
H 1.2880 3.6730 3.6593 0.462
H -1.0815 3.2626 3.0449 0.452
H -2.4734 0.4848 1.9999 0.043
H -2.2042 1.8223 0.3298 0.047
H -0.0895 -0.0951 0.8126 0.702
H 2.3968 0.2743 1.1664 0.532
F 3.7990 -1.2501 -2.2922 -0.339
C 2.4790 -1.5446 -2.1149 0.495
C 2.1399 -2.7188 -1.4539 -0.712
C 0.7966 -2.9385 -1.2252 -0.609
C -0.1970 -2.0573 -1.6812 0.215
C -1.5971 -2.5324 -1.3502 -0.748
C -2.8840 -1.8746 -1.8895 0.654
C -4.1001 -2.4247 -1.4472 -0.453
C -5.3367 -2.0687 -1.9954 -0.623
C -5.3917 -1.1008 -3.0026 -0.435
C -4.2022 -0.5715 -3.5216 -0.780
C -2.9597 -0.9791 -2.9800 -0.179
C 0.1828 -0.8637 -2.3009 0.264
C 1.5459 -0.6281 -2.6045 -1.030
H 2.9042 -3.4061 -1.1010 0.444
H 0.5041 -3.8328 -0.6814 0.406
H -1.6242 -3.5756 -1.7336 0.485
H -4.0611 -3.2009 -0.6678 0.339
H -6.2432 -2.5645 -1.6433 0.370
H -6.3289 -0.9050 -3.4905 0.378
H -4.2558 0.1310 -4.3717 0.363
H -2.0537 -0.6119 -3.4869 0.328
H -0.5878 -0.1129 -2.5195 0.299
H 1.8255 0.2628 -3.1642 0.449

Number 1: highest occupied orbital energy -8.70 eV. Number 2: highest occupied orbital energy -6.34 eV. Number 3: highest occupied orbital energy -3.83 eV. Number 4: highest occupied orbital energy -11.07 eV.